Record 1
Density functional theory data (ωB97M-V with the def2-TZVPD basis set) for a molecular structure, C35H27Cl2F2InN7O2Si.

Geometry as XYZ:
```
77
Properties=species:S:1:pos:R:3:lowdin_charge:R:1
In 0.2068 1.4232 -0.4888 0.90
C -4.3112 2.6118 -0.3188 -0.11
Si -2.9874 0.0419 -1.0817 0.46
C -4.0328 -0.3344 -2.5832 -0.16
C -3.4003 -1.2359 0.2195 -0.16
N -1.2256 -0.1086 -1.3693 -0.12
C -0.8171 -0.9415 -2.3700 -0.31
C -1.1294 -0.8968 -3.7631 -0.05
C -1.0939 -2.0845 -4.5205 -0.11
C -0.6282 -3.2729 -3.9157 -0.12
C -0.0023 -3.2742 -2.6841 -0.07
C 0.0830 -2.0735 -2.0396 -0.25
O 1.0093 -1.8076 -1.1134 -0.01
C 2.2221 -2.5471 -1.1606 -0.20
C 2.6387 -3.0768 0.0604 0.00
C 3.9055 -3.6511 0.0719 -0.08
C 4.6548 -3.8503 -1.1279 -0.08
C 4.1072 -3.3556 -2.3388 -0.09
C 2.8707 -2.7369 -2.4232 0.00
H -5.9608 2.7274 1.0405 0.16
H -4.9225 2.6278 -1.2465 0.12
H -3.9597 3.6286 -0.0243 0.13
H -5.0651 -0.4748 -2.1466 0.02
H -3.6885 -1.2919 -2.9346 0.02
H -4.0863 0.4789 -3.3360 0.05
H -4.3508 -1.7937 -0.0065 0.04
H -3.4824 -0.8123 1.2575 0.03
H -2.6816 -2.0489 0.2344 0.02
H -1.4634 0.0383 -4.2117 0.11
H -1.4702 -2.1287 -5.5395 0.09
H -0.7627 -4.2479 -4.3599 0.09
H 0.6471 -4.0718 -2.4186 0.11
H 2.0888 -2.9430 0.9374 0.08
H 4.3229 -4.0107 0.9983 0.09
H 5.5782 -4.3954 -1.0490 0.08
H 4.7978 -3.3688 -3.1871 0.10
H 2.3688 -2.4163 -3.3065 0.11
Cl 2.9499 4.6537 1.9995 0.78
C 2.4491 3.2313 2.7051 -0.65
C 2.9711 2.7794 3.9168 -0.16
C 2.8795 1.4720 4.3211 -0.63
Cl 3.8249 1.1412 5.7342 0.67
C 2.0038 0.5614 3.6332 -0.16
C 1.8867 -0.8260 3.8844 -0.02
C 0.8891 -1.5278 3.1891 -0.06
C 0.2005 -0.8920 2.1532 -0.12
N 0.5258 0.3180 1.7325 0.07
C 1.3352 1.0873 2.4472 -0.17
C 1.5031 2.4420 1.9467 -0.39
O 0.9518 2.9476 0.8719 -0.17
H 3.6574 3.3099 4.5642 0.09
H 2.5078 -1.3253 4.6599 0.12
H 0.7270 -2.5624 3.3464 0.09
H -0.5772 -1.4209 1.5078 0.13
N 2.7134 1.1055 -0.8741 0.16
C 3.5170 1.1356 -0.0159 -0.16
C 4.4673 1.1279 1.0018 -0.28
C 4.5268 -0.0351 1.8106 -0.21
N 4.5216 -1.0809 2.3638 0.15
C 5.3090 2.1851 1.3184 -0.26
N 5.8268 3.1716 1.6711 0.12
N -6.8904 0.1871 -0.2116 0.17
C -6.0772 0.8784 0.2930 -0.19
C -5.2169 1.9578 0.7993 -0.30
C -4.4829 1.6238 2.0403 -0.05
C -3.2728 2.1463 2.3924 -0.02
C -2.1166 2.4622 1.5429 -0.08
N -1.9133 2.1078 0.2731 -0.02
C -3.0100 1.8560 -0.6932 -0.34
H -5.0718 1.1906 2.7996 0.10
H -2.9013 2.1505 3.4010 0.10
H -1.3288 3.0313 1.9789 0.10
H -2.5852 2.3319 -1.6856 0.16
F 1.2705 3.7169 -2.1373 -0.05
C 0.7526 2.4640 -2.3363 -0.41
F -0.2640 2.6856 -3.2805 -0.09
H 1.5616 1.8847 -2.8191 0.07
```

Kohn-Sham gap: 5.7055 eV
total energy: -3483.444656 Ha
E_HOMO: -4.77 eV
molar mass: 829.454 g mol⁻¹
energy relative to the best compared isomer or geometry (same formula, charge and spin): 391.9 kJ/mol
total charge: -1

Record 2
Density functional theory data (ωB97M-V with the def2-TZVPD basis set) for a molecular structure, C35H27Cl5NO7P2Rb.

Geometry as XYZ:
```
78
Properties=species:S:1:pos:R:3:lowdin_charge:R:1
Rb 3.4196 0.5202 1.9639 0.83
O 3.4382 2.4215 -2.6648 0.08
C 3.7636 1.9187 -1.4473 -0.49
O 2.9376 1.5313 -0.6746 0.02
C 5.2581 1.8978 -1.2418 -0.15
O 5.5391 1.4493 0.0386 -0.18
C 6.9397 1.3235 0.2637 -0.13
C 7.2794 0.7775 1.6740 -0.73
O 8.5094 0.7198 1.8703 -0.07
O 6.3273 0.4614 2.4104 -0.11
H 2.4671 2.4379 -2.6791 0.10
H 5.6459 2.9102 -1.4298 0.14
H 5.6887 1.2451 -2.0179 0.14
H 7.4246 2.2996 0.1410 0.12
H 7.3698 0.6387 -0.4787 0.12
Cl 2.4741 2.5705 4.5845 0.57
C 1.5835 3.6756 3.5068 -0.72
C 1.6441 3.4446 2.1514 -0.15
C 0.8986 4.3211 1.3965 -0.70
Cl 0.8574 4.1177 -0.3720 0.59
C 0.1542 5.3771 1.9171 -0.73
Cl -0.7896 6.4388 0.9075 0.60
C 0.1439 5.5723 3.2956 -0.74
Cl -0.7999 6.8466 3.9976 0.61
C 0.8657 4.7017 4.1098 -0.73
Cl 0.8141 4.9104 5.8379 0.61
O 1.9669 -1.7526 2.7355 -0.30
N 2.3870 -2.4784 1.8119 -0.32
O 2.5997 -1.8939 0.7217 -0.30
C -2.6644 -1.4677 0.5070 -0.53
P -0.9585 -0.7355 0.6171 1.06
C -1.3437 0.8064 1.5268 -0.37
C -1.9900 1.9268 1.0036 -0.09
C -2.3198 2.9923 1.8246 -0.09
C -2.0002 2.9535 3.1772 -0.09
C -1.3167 1.8666 3.6967 -0.08
C -0.9826 0.7988 2.8723 -0.09
C -0.6886 -0.1964 -1.1144 -0.35
C -1.6617 0.2254 -2.0198 -0.11
C -1.3239 0.5763 -3.3169 -0.10
C 0.0000 0.4897 -3.7356 -0.10
C 0.9723 0.0531 -2.8490 -0.09
C 0.6332 -0.2857 -1.5441 -0.09
P -2.5220 -3.3202 0.4407 1.01
C -4.1006 -3.7776 -0.3751 -0.40
C -4.2202 -5.0078 -1.0275 -0.12
C -5.4339 -5.4283 -1.5467 -0.10
C -6.5650 -4.6324 -1.4164 -0.12
C -6.4662 -3.4161 -0.7583 -0.10
C -5.2474 -2.9953 -0.2413 -0.10
C -1.3191 -3.5035 -0.9264 -0.42
C -1.6209 -3.3442 -2.2785 -0.11
C -0.6137 -3.3744 -3.2292 -0.10
C 0.7108 -3.5317 -2.8372 -0.10
C 1.0284 -3.6634 -1.4952 -0.08
C 0.0123 -3.6623 -0.5445 -0.13
H -3.2571 -1.0940 -0.3340 0.03
H -3.1705 -1.1870 1.4329 0.04
H -2.2123 1.9767 -0.0551 0.09
H -2.7983 3.8710 1.4088 0.10
H -2.2514 3.7914 3.8171 0.10
H -1.0129 1.8615 4.7366 0.10
H -0.4112 -0.0386 3.2603 0.10
H -2.7050 0.2732 -1.7251 0.09
H -2.0931 0.9088 -4.0040 0.09
H 0.2672 0.7547 -4.7524 0.09
H 2.0024 -0.0394 -3.1723 0.11
H 1.3946 -0.6321 -0.8520 0.08
H -3.3437 -5.6354 -1.1389 0.10
H -5.4971 -6.3807 -2.0597 0.09
H -7.5135 -4.9594 -1.8244 0.09
H -7.3407 -2.7863 -0.6472 0.10
H -5.1918 -2.0408 0.2678 0.09
H -2.6470 -3.1883 -2.5909 0.10
H -0.8589 -3.2379 -4.2758 0.10
H 1.4984 -3.5111 -3.5812 0.10
H 2.0532 -3.7178 -1.1518 0.10
H 0.2831 -3.7391 0.5018 0.09
```

Kohn-Sham gap: 6.4508 eV
total energy: -4939.186881 Ha
E_HOMO: -2.79 eV
molar mass: 898.282 g mol⁻¹
energy relative to the best compared isomer or geometry (same formula, charge and spin): 65.7 kJ/mol
total charge: -2

Record 3
Density functional theory data (ωB97M-V with the def2-TZVPD basis set) for a molecular structure, C35H27F5IN7O2OsSSe.

Geometry as XYZ:
```
80
Properties=species:S:1:pos:R:3:lowdin_charge:R:1
Os -0.5151 0.0919 -0.4615 0.72
C -3.4505 -0.0247 -1.0470 -0.10
N -2.1993 -0.5992 -1.6046 -0.17
C -2.2557 -2.0743 -1.6689 -0.10
C -1.0099 -2.6296 -2.2701 -0.17
N 0.2334 -2.4017 -1.8781 -0.06
C 1.1077 -3.1737 -2.6356 -0.11
C 2.4943 -3.2730 -2.5914 0.02
C 3.0628 -4.1457 -3.4921 -0.05
C 2.2795 -4.8872 -4.3988 -0.05
C 0.9062 -4.7842 -4.4360 0.01
C 0.3286 -3.9023 -3.5249 -0.15
N -0.9841 -3.5376 -3.2759 0.19
C -3.1294 1.3335 -0.5268 -0.30
N -1.8974 1.6454 -0.1851 -0.03
C -1.9542 2.9285 0.3522 -0.20
C -0.9511 3.7471 0.8668 -0.02
C -1.3326 4.9716 1.3737 -0.06
C -2.6764 5.3836 1.3696 -0.05
C -3.6758 4.5891 0.8467 0.01
C -3.2834 3.3553 0.3391 -0.17
N -4.0034 2.3199 -0.2439 0.21
H -3.7388 -0.6511 -0.2024 0.11
H -4.2624 -0.0182 -1.7776 0.15
H -2.0697 -0.2470 -2.5514 0.14
H -3.1118 -2.4145 -2.2588 0.14
H -2.3742 -2.4370 -0.6450 0.10
H 3.0733 -2.6992 -1.8813 0.12
H 4.1366 -4.2725 -3.5062 0.12
H 2.7736 -5.5614 -5.0847 0.12
H 0.3126 -5.3595 -5.1328 0.12
H -1.8013 -3.9057 -3.7342 0.18
H 0.0829 3.4302 0.8711 0.09
H -0.5845 5.6348 1.7862 0.12
H -2.9315 6.3501 1.7817 0.12
H -4.7087 4.9100 0.8387 0.13
H -5.0007 2.2861 -0.3789 0.18
C 3.7022 0.8774 5.0248 0.03
C 3.1548 0.0233 3.9365 -0.21
C 3.0950 -1.3513 3.9506 0.09
C 2.5613 -2.0233 2.8514 -0.23
N 2.0838 -1.3484 1.7875 0.17
C 2.1361 -0.0572 1.8090 -0.54
S 1.4405 0.9333 0.4858 0.96
N 2.6726 0.6364 2.8334 0.16
C 2.4635 -3.5033 2.7882 0.01
H 3.9801 0.2714 5.8821 0.10
H 2.9601 1.6131 5.3401 0.11
H 4.5876 1.4122 4.6755 0.11
H 3.4612 -1.8946 4.8092 0.14
H 2.6733 1.6495 2.7839 0.17
H 2.8843 -3.9839 3.6669 0.09
H 2.9728 -3.8589 1.8914 0.10
H 1.4112 -3.7765 2.6864 0.10
I 0.8481 0.7698 -6.8599 0.97
C 1.4407 0.6801 -4.8735 -0.72
C 0.5555 1.0745 -3.8727 -0.13
C 0.9444 0.9882 -2.5488 -0.11
C 2.2132 0.5213 -2.2067 -0.21
C 3.0990 0.1569 -3.2155 0.01
C 2.7141 0.2303 -4.5446 -0.11
C 2.6738 0.3442 -0.8115 -0.53
O 3.7101 -0.1186 -0.4599 0.10
O 0.6733 -1.5962 -0.9153 -0.28
H -0.4198 1.4653 -4.1318 0.10
H 0.2555 1.4173 -1.7885 0.05
H 4.0871 -0.1955 -2.9507 0.13
H 3.4048 -0.0633 -5.3229 0.11
F -3.6380 3.7830 4.4724 0.16
C -3.1479 2.7099 3.8756 -0.14
C -1.7810 2.5050 3.8130 -0.15
F -0.9449 3.3894 4.3509 0.13
C -1.2926 1.3913 3.1572 -0.25
F 0.0513 1.2761 3.0873 0.03
C -2.1051 0.4491 2.5498 -0.45
Se -1.3434 -1.0176 1.5637 0.79
C -3.4701 0.6692 2.6621 -0.25
F -4.3498 -0.1859 2.1156 0.08
C -3.9967 1.7808 3.2969 -0.14
F -5.3113 1.9781 3.3233 0.14
```

Kohn-Sham gap: 6.4678 eV
total energy: -5570.571626 Ha
E_HOMO: -12.14 eV
molar mass: 1100.799 g mol⁻¹
total charge: +2

- The highest molar mass belongs to which entry?
  C35H27F5IN7O2OsSSe